(1)
The ion C6H8NO with charge +1, computed with ωB97M-V/def2-TZVPD.

Element x y z (Å)
C: -1.68204 0.43546 0.60899
C: -1.58252 -0.82282 0.18868
C: -0.42779 -0.83038 -0.78850
O: -0.42345 0.48713 -1.30008
C: -0.62982 1.18624 -0.13151
C: 0.87797 0.53017 0.71961
N: 1.81753 0.17647 -0.33024
C: 0.83129 -0.80549 0.14340
H: -2.34136 0.86150 1.33709
H: -2.13069 -1.69438 0.47765
H: -0.42163 -1.57377 -1.58014
H: -0.63463 2.26150 -0.22564
H: 1.17716 0.88979 1.68405
H: 1.59103 0.56790 -1.25826
H: 2.81059 0.05627 -0.13740
H: 1.16836 -1.72559 0.59230

Summary:
- SMILES: C1=C[C@H]2O[C@@H]1[C@@H]1[NH2+][C@@H]12
- Relative energy (zero: lowest compared OMol25 entry of this formula, charge and spin): 0.528 eV
- HOMO: -14.218 eV
- Charge: +1
- Electronic energy: -9879.85274 eV
- Orbital gap: 11.12 eV



(2)
A structure of composition C15H31BrP2V, computed with ωB97M-V/def2-TZVPD.

Element x y z (Å)
P: 1.49361 1.08896 -1.33420
P: 1.58356 -1.32242 0.95496
C: 3.12061 0.51085 -0.64307
C: 3.08877 -0.91567 -0.06834
H: 3.43398 1.24929 0.10817
H: 3.82436 0.57381 -1.48392
H: 3.14445 -1.66961 -0.86619
H: 3.94374 -1.07447 0.60204
C: 2.15265 -0.49331 2.49823
H: 1.45351 -0.73961 3.30919
H: 2.20379 0.59486 2.37490
H: 3.14993 -0.88500 2.73875
C: 1.91671 -3.04850 1.51524
H: 2.88627 -3.10788 2.03989
H: 1.91217 -3.75065 0.67136
H: 1.11440 -3.33488 2.21613
C: 1.79475 2.75829 -2.04315
H: 0.86637 3.06466 -2.55337
H: 2.61381 2.74010 -2.78030
H: 2.01948 3.49258 -1.26048
C: 1.59476 0.15670 -2.91656
H: 1.59069 -0.92905 -2.75749
H: 2.52650 0.45371 -3.41853
H: 0.73479 0.44001 -3.54114
V: -3.12061 -0.15867 0.49599
C: -1.41881 -1.58033 1.25997
C: -1.20053 -0.38374 1.92131
C: -0.55162 0.87644 1.46445
C: -1.46646 2.00576 0.91382
C: -2.11364 1.64830 -0.35944
C: -1.90890 0.56469 -1.21559
C: -1.05781 -0.64921 -1.05579
C: -1.62218 -1.79647 -0.21133
C: -4.74090 0.43788 -0.61117
H: -1.64682 -2.44648 1.89655
H: -1.34255 -0.43195 3.01442
H: 0.23397 0.71859 0.68944
H: 0.01170 1.30334 2.31901
H: -2.20003 2.29746 1.67967
H: -0.84628 2.90711 0.77040
H: -2.80476 2.40510 -0.73345
H: -2.43688 0.62802 -2.18134
H: -0.06281 -0.42441 -0.62509
H: -0.81043 -1.03930 -2.05568
H: -2.71019 -1.96344 -0.43700
H: -1.10361 -2.72263 -0.51546
H: -5.24706 -0.54452 -0.60347
H: -4.54740 0.77945 -1.63812
H: -5.34418 1.17035 -0.05407
Br: -4.10487 0.54584 2.50983

Summary:
- Relative energy (zero: lowest compared OMol25 entry of this formula, charge and spin): 0.079 eV
- HOMO (spin up / spin down): -7.138 / -7.495 eV
- <S²>: 3.773
- 2S+1: 4
- Electronic energy: -130362.23611 eV
- Orbital gap (spin up / spin down): 7.55 / 7.87 eV



Max |F| for the records above, in order: 3.07; 1.94 eV/Å